# 1
The following is a quantum chemistry calculation of a molecular structure, C38H75Cl27O6Si2 in a non-equilibrium geometry, from the OMol25 dataset.

Properties
Charge: 0
Largest force on an atom, eV/Å: 4.03
Electronic energy, Ha: -14948.71908

CARTESIAN COORDINATES (ANGSTROEM)
C: -2.689 1.771 2.731
C: -1.699 0.689 2.937
O: -1.489 0.128 4.022
O: -1.052 0.397 1.800
C: -0.427 -0.894 1.717
C: -1.370 -2.084 1.769
C: -1.641 -2.696 0.395
C: -2.960 -2.293 -0.226
C: -3.290 -0.814 -0.111
Si: -2.308 0.326 -1.206
O: -2.502 1.861 -0.559
Si: -3.097 3.158 -1.395
C: -4.644 3.722 -0.474
C: -5.005 2.802 0.676
C: -5.844 1.648 0.254
O: -6.371 1.519 -0.856
O: -5.957 0.718 1.237
C: -1.890 4.618 -1.480
C: -0.422 4.405 -1.230
O: 0.367 5.320 -0.946
Cl: 0.220 2.764 -1.438
H: -2.328 2.438 1.965
H: -3.605 1.348 2.356
H: -2.866 2.297 3.647
H: 0.049 -0.891 0.755
H: 0.362 -0.969 2.444
H: -2.310 -1.854 2.244
H: -0.887 -2.837 2.367
H: -1.679 -3.763 0.529
H: -0.825 -2.497 -0.278
H: -2.938 -2.562 -1.273
H: -3.765 -2.863 0.210
H: -3.183 -0.457 0.901
H: -4.333 -0.679 -0.366
H: -2.743 0.259 -2.613
H: -0.874 -0.026 -1.138
H: -3.517 2.762 -2.753
H: -5.446 3.822 -1.187
H: -4.479 4.705 -0.061
H: -5.534 3.357 1.435
H: -4.140 2.387 1.163
H: -5.982 -0.141 0.796
H: -2.197 5.384 -0.792
H: -1.934 5.070 -2.460
Cl: 2.812 3.670 -3.731
C: 3.670 3.558 -2.167
C: 5.131 3.879 -2.307
Cl: 5.990 2.628 -3.245
H: 3.515 2.557 -1.776
H: 3.196 4.269 -1.492
H: 5.593 3.920 -1.322
H: 5.286 4.832 -2.806
Cl: -1.475 -6.294 2.625
C: -1.183 -7.461 1.310
C: 0.076 -7.144 0.548
Cl: -0.087 -5.631 -0.378
H: -2.052 -7.451 0.658
H: -1.097 -8.446 1.766
H: 0.288 -7.940 -0.164
H: 0.927 -7.037 1.214
Cl: -9.739 -2.715 1.480
C: -9.532 -1.888 -0.088
C: -8.412 -2.491 -0.890
Cl: -6.821 -2.175 -0.139
H: -9.357 -0.834 0.111
H: -10.468 -1.990 -0.631
H: -8.382 -2.051 -1.878
H: -8.519 -3.567 -0.990
Cl: 5.488 -1.824 -4.393
C: 5.241 -1.012 -5.963
C: 4.216 0.088 -5.878
Cl: 2.567 -0.541 -5.608
H: 4.958 -1.769 -6.689
H: 6.196 -0.580 -6.248
H: 4.197 0.638 -6.817
H: 4.443 0.781 -5.073
Cl: 7.984 1.425 -6.174
C: 8.897 1.296 -4.643
C: 10.363 1.567 -4.840
Cl: 11.166 0.289 -5.790
H: 8.722 0.302 -4.239
H: 8.477 2.028 -3.960
H: 10.857 1.603 -3.872
H: 10.526 2.512 -5.351
Cl: 1.201 -2.554 7.730
C: 0.023 -2.305 6.411
C: 0.690 -1.799 5.163
Cl: 1.316 -0.135 5.378
H: -0.733 -1.612 6.768
H: -0.447 -3.265 6.211
H: -0.027 -1.776 4.346
H: 1.525 -2.431 4.875
Cl: 5.243 5.401 -7.484
C: 4.000 5.935 -6.321
C: 3.060 6.944 -6.921
Cl: 3.860 8.505 -7.244
H: 4.509 6.334 -5.449
H: 3.447 5.049 -6.022
H: 2.249 7.141 -6.223
H: 2.638 6.586 -7.855
Cl: 6.606 1.092 8.281
C: 5.289 -0.019 8.758
C: 3.937 0.633 8.679
Cl: 3.734 1.905 9.921
H: 5.498 -0.374 9.762
H: 5.323 -0.864 8.074
H: 3.165 -0.108 8.845
H: 3.774 1.092 7.707
Cl: 5.827 2.680 1.649
C: 4.609 2.210 2.868
C: 3.682 1.140 2.356
Cl: 2.624 1.751 1.058
H: 4.062 3.104 3.151
H: 5.151 1.841 3.736
H: 3.038 0.786 3.158
H: 4.234 0.290 1.965
Cl: -10.363 -2.659 -3.570
C: -10.105 -1.820 -5.124
C: -8.951 -2.415 -5.884
Cl: -7.397 -2.100 -5.069
H: -9.938 -0.769 -4.910
H: -11.023 -1.919 -5.699
H: -8.895 -1.965 -6.873
H: -9.060 -3.490 -5.993
Cl: -8.452 -7.297 1.742
C: -8.918 -6.509 3.272
C: -7.959 -5.417 3.664
Cl: -6.361 -6.057 4.130
H: -8.980 -7.277 4.038
H: -9.909 -6.083 3.121
H: -8.350 -4.879 4.525
H: -7.813 -4.712 2.850
Cl: 4.081 -3.232 11.101
C: 2.822 -2.998 12.343
C: 1.648 -2.211 11.825
Cl: 2.070 -0.511 11.490
H: 3.287 -2.506 13.193
H: 2.491 -3.988 12.650
H: 0.859 -2.205 12.575
H: 1.253 -2.641 10.909
Cl: 7.770 1.916 -10.759
C: 8.411 3.089 -9.579
C: 8.166 4.511 -10.006
Cl: 9.135 4.964 -11.433
H: 9.470 2.887 -9.449
H: 7.905 2.898 -8.635
H: 8.450 5.188 -9.202
H: 7.120 4.677 -10.246

---

# 2
The following is a quantum chemistry calculation of 10 unconnected molecules or ions with the total composition C38H76O13S in a non-equilibrium geometry, from the OMol25 dataset.

Properties
Charge: 0
Largest force on an atom, eV/Å: 4.04
Relative energy (zero: lowest compared OMol25 entry of this formula, charge and spin), kJ/mol: 479.0
Electronic energy, Ha: -2869.43365
SMILES string: O=S1(=O)OCCO1.C1CCOC1.C1CCOC1.C1CCOC1.C1CCOC1.C1CCOC1.C1CCOC1.C1CCOC1.C1CCOC1.C1CCOC1

CARTESIAN COORDINATES (ANGSTROEM)
C: 13.444 0.696 -2.061
C: 14.865 0.627 -1.414
C: 14.509 0.706 0.077
O: 13.348 1.544 0.174
C: 12.778 1.762 -1.141
H: 12.896 -0.237 -1.932
H: 13.433 0.954 -3.120
H: 15.534 1.431 -1.721
H: 15.397 -0.304 -1.609
H: 15.337 1.200 0.585
H: 14.285 -0.275 0.496
H: 12.977 2.795 -1.425
H: 11.707 1.577 -1.062
C: 20.531 -1.587 13.280
C: 19.182 -2.285 13.248
C: 19.148 -3.310 12.107
O: 20.183 -2.762 11.204
C: 21.254 -2.282 12.071
H: 21.061 -1.908 14.176
H: 20.456 -0.500 13.239
H: 18.364 -1.565 13.200
H: 19.081 -2.664 14.265
H: 18.203 -3.356 11.566
H: 19.548 -4.284 12.390
H: 21.611 -1.385 11.565
H: 21.848 -3.173 12.276
C: 12.184 -1.635 6.812
C: 12.269 -2.686 7.917
C: 13.503 -2.295 8.687
O: 14.382 -1.945 7.617
C: 13.610 -1.512 6.475
H: 11.770 -0.724 7.245
H: 11.564 -2.106 6.049
H: 12.394 -3.677 7.478
H: 11.480 -2.723 8.667
H: 13.678 -3.193 9.279
H: 13.202 -1.541 9.415
H: 13.968 -2.124 5.646
H: 13.841 -0.483 6.198
C: 24.165 0.108 1.841
C: 24.501 1.584 1.734
C: 25.837 1.609 0.916
O: 26.344 0.277 1.015
C: 25.563 -0.388 1.983
H: 23.730 -0.239 0.904
H: 23.570 -0.233 2.688
H: 24.668 1.979 2.736
H: 23.694 2.215 1.361
H: 26.553 2.271 1.403
H: 25.807 1.978 -0.109
H: 26.022 -0.279 2.965
H: 25.587 -1.471 1.866
C: 17.620 -8.182 6.838
C: 18.338 -9.232 7.693
C: 17.549 -9.188 9.026
O: 17.056 -7.879 9.124
C: 16.982 -7.285 7.896
H: 17.015 -8.643 6.058
H: 18.356 -7.624 6.259
H: 19.322 -8.857 7.975
H: 18.418 -10.253 7.321
H: 18.217 -9.402 9.861
H: 16.811 -9.984 9.121
H: 17.491 -6.321 7.908
H: 15.916 -7.146 7.713
C: 23.931 -6.192 7.060
C: 25.143 -5.267 6.919
C: 25.728 -5.794 5.653
O: 25.407 -7.140 5.612
C: 24.585 -7.568 6.747
H: 23.216 -5.886 6.296
H: 23.550 -6.133 8.080
H: 25.857 -5.186 7.739
H: 24.858 -4.231 6.739
H: 26.803 -5.625 5.706
H: 25.210 -5.348 4.803
H: 25.238 -8.072 7.459
H: 23.885 -8.339 6.423
C: 12.382 5.571 5.913
C: 12.411 5.988 4.456
C: 12.512 7.528 4.393
O: 11.684 7.811 5.579
C: 11.997 6.847 6.612
H: 13.363 5.252 6.269
H: 11.701 4.779 6.225
H: 11.424 5.752 4.058
H: 13.184 5.456 3.902
H: 12.044 8.005 3.532
H: 13.529 7.914 4.460
H: 11.222 6.689 7.362
H: 12.795 7.222 7.252
C: 16.051 6.771 -0.486
C: 15.380 7.961 -0.983
C: 16.683 8.773 -1.314
O: 17.579 8.540 -0.230
C: 17.156 7.304 0.371
H: 16.410 6.120 -1.284
H: 15.454 6.118 0.150
H: 14.806 8.539 -0.258
H: 14.861 7.822 -1.931
H: 16.557 9.847 -1.447
H: 17.165 8.375 -2.207
H: 16.655 7.648 1.275
H: 18.023 6.697 0.633
C: 21.802 7.586 6.289
C: 21.704 9.010 6.780
C: 20.401 9.722 6.342
O: 19.927 8.659 5.452
C: 20.931 7.717 5.075
H: 21.225 6.940 6.952
H: 22.835 7.301 6.091
H: 22.564 9.593 6.450
H: 21.759 9.012 7.869
H: 20.528 10.633 5.756
H: 19.797 9.873 7.236
H: 21.367 8.123 4.162
H: 20.442 6.783 4.799
C: 20.347 -0.272 6.629
C: 19.509 -1.201 5.776
O: 18.851 -0.372 4.808
S: 19.149 1.277 4.998
O: 18.173 1.800 5.930
O: 19.488 1.964 3.736
O: 20.548 0.876 5.860
H: 21.319 -0.724 6.827
H: 19.961 0.064 7.591
H: 18.832 -1.760 6.423
H: 20.110 -1.924 5.225

---

# 3
The following is a quantum chemistry calculation of 6 unconnected molecules or ions with the total composition C38H77BFN3O10 in a non-equilibrium geometry, from the OMol25 dataset.

Properties
Charge: 0
Largest force on an atom, eV/Å: 2.92
Electronic energy, Ha: -2535.37475
SMILES string: CN(C)C(=O)C[C@H]1[C@H](B(O)O)NC(=O)[C@]1(F)CCCNCc1ccccc1O.CCOCC.CCOCC.CCOCC.CCOCC.CCOCC

CARTESIAN COORDINATES (ANGSTROEM)
C: 0.879 -3.128 0.079
N: 0.567 -1.686 0.015
C: -0.267 -1.211 1.152
C: 1.724 -0.874 -0.210
O: 2.828 -1.370 -0.025
C: 1.609 0.608 -0.687
C: 0.374 0.860 -1.665
C: 0.445 2.484 -1.826
B: -0.873 3.342 -1.471
O: -1.464 3.427 -0.186
O: -1.466 4.113 -2.534
N: 1.097 2.682 -3.150
C: 0.485 1.655 -3.973
O: 0.020 1.853 -5.057
C: 0.505 0.269 -3.121
F: 1.751 -0.380 -3.271
C: -0.709 -0.500 -3.741
C: -1.117 -1.823 -2.974
C: -2.665 -2.155 -3.053
N: -3.374 -1.778 -1.781
C: -3.745 -0.355 -1.949
C: -4.364 0.292 -0.661
C: -4.314 -0.314 0.673
C: -4.908 0.450 1.795
C: -5.528 1.771 1.594
C: -5.587 2.375 0.253
C: -4.998 1.619 -0.843
O: -5.007 2.202 -2.131
H: 1.518 -3.370 -0.816
H: 1.326 -3.472 1.046
H: -0.097 -3.670 -0.106
H: -0.795 -2.119 1.562
H: -1.096 -0.583 0.700
H: 0.282 -0.628 1.934
H: 1.546 1.290 0.211
H: 2.565 0.866 -1.212
H: -0.615 0.757 -1.129
H: 1.217 2.942 -1.130
H: -0.768 3.221 0.469
H: -1.978 3.533 -3.125
H: 2.111 2.621 -3.035
H: -0.409 -0.813 -4.785
H: -1.547 0.233 -3.879
H: -0.529 -2.677 -3.407
H: -0.889 -1.667 -1.888
H: -3.178 -1.732 -3.959
H: -2.744 -3.283 -3.103
H: -4.236 -2.341 -1.804
H: -4.455 -0.210 -2.809
H: -2.786 0.210 -2.140
H: -3.839 -1.314 0.836
H: -4.851 0.016 2.826
H: -5.953 2.371 2.433
H: -6.013 3.377 0.023
H: -5.675 1.767 -2.689
C: -3.938 6.093 -0.718
C: -4.446 7.113 0.286
O: -3.501 7.433 1.295
C: -2.288 8.019 0.853
C: -2.480 9.353 0.152
H: -3.551 5.202 -0.219
H: -4.745 5.794 -1.391
H: -3.129 6.502 -1.326
H: -5.314 6.696 0.803
H: -4.792 8.023 -0.216
H: -1.734 7.318 0.221
H: -1.682 8.177 1.748
H: -3.000 9.234 -0.801
H: -1.514 9.819 -0.052
H: -3.077 10.030 0.767
C: -1.910 -0.767 5.730
C: -3.174 -1.017 4.927
O: -2.986 -1.906 3.836
C: -2.571 -3.224 4.161
C: -3.570 -3.977 5.022
H: -1.090 -0.462 5.076
H: -2.079 0.015 6.474
H: -1.589 -1.666 6.260
H: -3.507 -0.071 4.495
H: -3.987 -1.368 5.570
H: -1.580 -3.209 4.628
H: -2.459 -3.752 3.211
H: -3.645 -3.543 6.021
H: -3.266 -5.020 5.135
H: -4.566 -3.945 4.575
C: 8.256 -3.218 -2.990
C: 6.868 -3.721 -3.352
O: 5.987 -3.794 -2.245
C: 5.702 -2.567 -1.588
C: 5.019 -1.547 -2.481
H: 8.670 -3.793 -2.159
H: 8.927 -3.300 -3.848
H: 8.234 -2.170 -2.684
H: 6.956 -4.738 -3.741
H: 6.426 -3.120 -4.154
H: 6.612 -2.152 -1.141
H: 5.034 -2.812 -0.761
H: 5.686 -1.196 -3.273
H: 4.709 -0.679 -1.897
H: 4.140 -1.982 -2.962
C: -2.853 3.305 8.711
C: -3.380 2.098 9.469
O: -2.502 0.984 9.438
C: -1.224 1.172 10.024
C: -1.279 1.498 11.506
H: -2.561 3.027 7.696
H: -3.616 4.085 8.660
H: -1.974 3.732 9.199
H: -4.308 1.767 9.000
H: -3.630 2.359 10.502
H: -0.659 1.933 9.474
H: -0.687 0.231 9.891
H: -1.723 2.480 11.684
H: -0.274 1.505 11.932
H: -1.884 0.763 12.040
C: 7.955 -3.873 -7.203
C: 6.684 -4.156 -7.984
O: 6.878 -5.029 -9.084
C: 7.340 -6.334 -8.774
C: 6.382 -7.123 -7.898
H: 8.753 -3.539 -7.870
H: 7.776 -3.103 -6.450
H: 8.314 -4.767 -6.686
H: 6.312 -3.218 -8.402
H: 5.894 -4.537 -7.328
H: 8.338 -6.290 -8.326
H: 7.451 -6.852 -9.729
H: 6.312 -6.696 -6.895
H: 6.722 -8.156 -7.796
H: 5.378 -7.121 -8.326